Computed, not measured: 16 unconnected molecules or ions with the total composition C58H161N13O16 in a non-equilibrium geometry, with ωB97M-V/def2-TZVPD.

ORCA input file:
```
! wB97M-V def2-TZVPD RIJCOSX def2/J DEFGRID3
* xyz 0 1
C 2.47676 -5.87531 2.80373
C 3.41733 -6.69178 1.77242
C 4.41321 -5.71121 1.01350
O 3.84835 -4.77085 0.12654
C 2.95622 -5.22918 -0.85771
N 4.17577 -7.65667 2.52901
H 1.90176 -6.62359 3.34922
H 1.78232 -5.19883 2.30551
H 3.18345 -5.31011 3.41138
H 2.76715 -7.29206 1.13601
H 5.05587 -6.32155 0.37904
H 5.05341 -5.21221 1.74099
H 1.93378 -5.22404 -0.47996
H 3.12353 -6.21673 -1.28768
H 3.06868 -4.54687 -1.70026
H 3.55459 -8.29027 3.01147
H 4.60859 -8.18833 1.78730
C 2.70700 -2.13168 4.08812
C 1.27943 -1.68842 3.78843
C 0.42744 -1.62520 5.04777
O 0.12653 -3.06523 5.44121
C -0.75263 -3.10127 6.59424
N 1.37760 -0.35728 3.15358
H 3.20782 -1.38733 4.70716
H 3.26165 -2.25269 3.15762
H 2.64668 -3.08855 4.60664
H 0.99014 -2.44832 3.06252
H -0.50868 -1.12511 4.79942
H 0.96828 -1.17314 5.87917
H -1.62452 -2.44844 6.55285
H -0.23580 -2.88499 7.52923
H -1.04357 -4.14841 6.67764
H 1.70361 -0.41360 2.19930
H 0.39545 -0.14266 3.05649
C -2.39208 7.81053 4.40672
C -1.95126 6.57773 5.19698
C -1.63214 5.38245 4.25540
O -1.33005 4.21397 5.06377
C -0.62887 3.16338 4.36367
N -0.84532 7.12895 5.99030
H -2.91430 8.57121 4.98702
H -3.12415 7.53599 3.64725
H -1.54153 8.29776 3.92998
H -2.72791 6.15738 5.83589
H -0.77104 5.56023 3.61120
H -2.43223 5.13263 3.55859
H -0.95741 3.01946 3.33437
H -0.57462 2.23232 4.92785
H 0.43740 3.38819 4.33867
H -0.47981 6.31633 6.46585
H -0.07232 7.48306 5.44514
C 4.75717 0.64210 1.90794
C 5.97764 1.32783 1.33618
C 6.83431 0.38924 0.48036
O 8.05283 1.06153 0.37664
C 9.05239 0.39942 -0.40804
N 5.44235 2.50602 0.71817
H 4.11971 0.13987 1.18027
H 4.01687 1.26149 2.41433
H 5.06722 -0.12379 2.61883
H 6.56343 1.67671 2.18660
H 6.38663 0.45541 -0.51125
H 6.90179 -0.63203 0.85529
H 9.90369 1.07968 -0.38317
H 8.87785 0.26232 -1.47521
H 9.25240 -0.57636 0.03462
H 5.37721 3.16948 1.47690
H 6.11427 3.02772 0.17369
C -0.20188 1.53280 0.49197
C -0.91762 0.17888 0.57855
C -0.05881 -0.97954 0.10934
O 1.29528 -0.86644 0.46448
C 2.08488 -2.01487 0.21009
N -1.36948 0.04369 1.94950
H 0.36741 1.45380 -0.43418
H 0.44977 1.79218 1.32636
H -0.84095 2.41545 0.46651
H -1.80761 0.13114 -0.04894
H -0.18515 -1.01101 -0.97286
H -0.44209 -1.94934 0.42663
H 2.06736 -2.18064 -0.86709
H 1.73816 -2.84153 0.83017
H 3.12206 -1.81768 0.48115
H -1.99357 0.82910 2.06674
H -2.06047 -0.69293 1.94399
C -7.35228 0.10966 0.31735
C -6.33289 -0.77070 1.04048
C -6.72060 -2.25154 0.95934
O -8.05891 -2.46698 1.39022
C -8.22025 -2.53099 2.77270
N -4.98811 -0.49265 0.56245
H -8.37124 -0.10746 0.63780
H -7.17832 0.02909 -0.75566
H -7.06103 1.13380 0.55056
H -6.33789 -0.55703 2.10931
H -5.99061 -2.94289 1.38035
H -6.80118 -2.63428 -0.05807
H -7.52732 -3.24612 3.21600
H -9.17692 -2.95042 3.08412
H -7.90564 -1.61735 3.27705
H -4.34668 -1.12338 1.02162
H -4.67294 0.44453 0.76848
C 0.91286 5.54743 0.75585
C 1.29759 5.04817 -0.63023
C 1.32125 6.15370 -1.70456
O 0.11333 6.94645 -1.63423
C -0.16928 7.65357 -2.80835
N 2.56203 4.35847 -0.46085
H 0.46159 4.79021 1.39699
H 0.17396 6.34868 0.74481
H 1.80273 5.97623 1.21667
H 0.61825 4.26671 -0.97070
H 1.42500 5.65036 -2.66580
H 2.15340 6.83591 -1.53074
H 0.73883 8.19245 -3.07861
H -0.88254 8.45056 -2.59816
H -0.43943 6.98827 -3.62840
H 2.72773 3.83255 -1.30704
H 2.67891 3.71095 0.30542
C 9.98431 -6.88798 0.03402
C 8.93056 -5.95336 0.67821
C 8.41191 -4.84697 -0.24699
O 7.26193 -4.21720 0.30116
C 6.65337 -3.27796 -0.58538
N 7.78813 -6.76805 1.00902
H 10.73000 -6.33515 -0.53731
H 9.51145 -7.62845 -0.61113
H 10.46009 -7.47050 0.82293
H 9.26501 -5.49867 1.61068
H 8.05660 -5.30690 -1.16911
H 9.20395 -4.15785 -0.54005
H 7.29121 -2.46238 -0.92606
H 5.91414 -2.68842 -0.04309
H 6.19391 -3.87905 -1.37003
H 7.76870 -6.96492 1.99946
H 6.92922 -6.23947 0.95430
C -3.93595 1.84617 -6.12655
C -3.59287 3.34194 -5.99943
C -2.18537 3.64157 -5.35711
O -2.31791 3.30225 -3.98602
C -1.24322 3.82170 -3.14412
N -3.59944 3.96067 -7.27910
H -4.00225 1.33871 -5.16416
H -3.20353 1.24785 -6.66844
H -4.85225 1.73705 -6.70672
H -4.40810 3.86313 -5.49757
H -1.90731 4.69262 -5.43498
H -1.38681 3.06000 -5.81774
H -0.27186 3.39419 -3.39272
H -1.35653 3.65396 -2.07309
H -1.14732 4.90366 -3.23510
H -2.67616 3.75343 -7.63225
H -4.20861 3.41153 -7.86854
C 0.81911 -3.46598 -4.13043
C -0.60037 -2.78602 -4.21569
C -0.84278 -1.92366 -5.52188
O -0.00884 -0.75989 -5.54305
C -0.47775 0.31935 -4.77858
N -1.62129 -3.79466 -4.05929
H 1.61014 -2.74275 -3.93215
H 1.00188 -4.07530 -5.01555
H 0.97336 -4.15988 -3.30411
H -0.52814 -2.00857 -3.45511
H -1.90125 -1.66339 -5.52297
H -0.80339 -2.42284 -6.49005
H 0.06442 1.22796 -5.04048
H -0.46957 0.13420 -3.70445
H -1.46906 0.64382 -5.09500
H -1.31075 -4.74078 -3.89042
H -2.22584 -3.93171 -4.85667
C -2.44466 5.37908 0.36959
C -3.91387 5.35882 -0.05383
C -4.10253 4.98443 -1.50770
O -5.28701 5.53727 -2.06869
C -5.44591 5.20437 -3.46172
N -4.69755 4.46074 0.75796
H -2.32210 5.51422 1.44421
H -2.05100 6.30351 -0.05297
H -1.85510 4.49675 0.12057
H -4.16990 6.41285 0.05369
H -4.18937 3.89790 -1.51091
H -3.26607 5.35034 -2.10313
H -5.44425 4.11441 -3.45229
H -4.66707 5.58371 -4.12323
H -6.39350 5.59827 -3.82915
H -5.62870 4.59415 0.39021
H -4.65238 4.89412 1.66913
C 2.80697 0.27299 -3.11308
C 3.88253 0.83527 -2.21396
C 4.81486 1.86493 -2.92709
O 5.55708 1.20158 -3.89039
C 6.68751 1.91310 -4.36822
N 3.20823 1.49383 -1.09977
H 3.27860 -0.43515 -3.79441
H 2.29269 1.02720 -3.70873
H 2.11745 -0.38280 -2.58147
H 4.45284 0.04767 -1.72147
H 5.42844 2.39487 -2.19857
H 4.32565 2.65195 -3.50100
H 7.43454 2.05037 -3.58643
H 6.45034 2.93231 -4.67332
H 7.09998 1.39767 -5.23558
H 3.94780 1.68907 -0.44022
H 2.62931 0.78798 -0.66766
C -4.86985 -5.20898 -0.53617
C -3.78796 -4.23186 -0.98693
C -2.31614 -4.63312 -0.63781
O -2.01418 -4.62066 0.77886
C -0.66345 -5.06556 1.06649
N -3.91758 -4.09878 -2.38648
H -4.69126 -6.09495 -1.14549
H -5.84856 -4.75486 -0.69113
H -4.78446 -5.36799 0.53878
H -3.96625 -3.26203 -0.52245
H -1.65146 -3.95666 -1.17511
H -2.13294 -5.64374 -1.00275
H -0.33275 -4.71215 2.04313
H 0.03875 -4.67491 0.33001
H -0.63496 -6.15453 1.10448
H -2.98032 -4.04272 -2.75864
H -4.18460 -3.13745 -2.54345
C -5.71032 2.36572 3.46194
C -4.21850 2.26468 3.15876
O -3.95995 2.12703 1.77235
H -6.21189 1.46608 3.10534
H -6.10384 3.18234 2.85667
H -5.86910 2.49820 4.53215
H -3.91685 1.38053 3.72036
H -3.70717 3.14099 3.55716
H -4.05487 3.00862 1.40440
C -4.09277 0.89708 -2.33245
C -3.68268 -0.53972 -2.46931
O -4.74378 -1.35788 -2.19095
H -4.28659 1.23435 -1.31423
H -5.01152 1.14062 -2.86600
H -3.26912 1.43709 -2.79947
H -2.88898 -0.84138 -1.78583
H -3.36747 -0.72912 -3.49540
H -4.90869 -1.19722 -1.25897
C -3.26533 -3.76595 4.00357
C -2.49804 -2.61589 3.31340
O -3.19736 -2.36463 2.14259
H -3.11008 -4.71636 3.49295
H -4.29512 -3.41731 4.08160
H -2.83041 -3.81757 5.00171
H -1.48411 -2.98394 3.15664
H -2.49930 -1.75146 3.97737
H -2.93894 -3.04406 1.51555
*
```

- energy above the lowest of the compared OMol25 structures with the same formula, charge and spin (kcal/mol) = 0.00
- DFT total energy (Ha) = -4221.683292
- frontier orbital gap (hartree) = 0.3330
- LUMO (eV) = 0.5

Here are the Mulliken charges for atoms 1 to 6, given in e: -1.17, 0.35, -0.97, 0.12, -0.77, -0.74


Computed, not measured: 2 unconnected molecules or ions with the total composition C2H8N3O2 in a non-equilibrium geometry, with ωB97M-V/def2-TZVPD.

ORCA input file:
```
! wB97M-V def2-TZVPD RIJCOSX def2/J DEFGRID3
* xyz 1 1
C 2.18950 -0.66642 -0.26713
C -1.44027 -0.62528 -0.85582
N 2.60051 0.02649 0.74666
N -0.40165 0.23077 -0.33411
N -0.26382 0.54704 1.00441
O 2.17459 -1.61383 -0.93527
O 2.22991 1.14154 1.41965
H -1.63555 -0.30162 -1.84443
H -1.22482 -1.65113 -0.82589
H -2.35094 -0.56436 -0.23270
H 3.52146 -0.22502 1.01577
H 1.66257 1.68242 0.85336
H 0.31343 -0.08595 1.30278
H -1.15450 0.55321 1.42928
H -0.36464 1.08213 -0.85783
*
```

- energy above the lowest of the compared OMol25 structures with the same formula, charge and spin (kcal/mol) = 162.79
- DFT total energy (Ha) = -395.297904
- frontier orbital gap (hartree) = 0.2917
- LUMO (eV) = -6.1

Here are the Mulliken charges for atoms 1 to 6, given in e: 0.69, -0.87, -0.03, -0.07, -0.54, -0.16


Computed, not measured: 13 unconnected molecules or ions with the total composition C14H54N16O13 in a non-equilibrium geometry, with ωB97M-V/def2-TZVPD.

ORCA input file:
```
! wB97M-V def2-TZVPD RIJCOSX def2/J DEFGRID3
* xyz 0 1
C 3.21529 1.19758 -1.29696
C 3.68451 0.51875 -0.07510
O 4.14376 -0.82359 -0.31639
H 2.64910 2.18292 -1.11649
H 2.46362 0.63062 -1.83050
H 3.96429 1.45718 -2.02467
H 2.85087 0.60902 0.65935
H 4.46851 1.11125 0.43372
H 3.37712 -1.32751 -0.69914
C 2.29600 -2.91290 -2.27642
O 2.48942 -4.19951 -1.95068
N 2.42224 -2.45608 -3.49937
N 1.95598 -2.01211 -1.41375
H 2.82538 -3.22405 -4.11168
H 2.58133 -1.51568 -3.76541
H 1.88171 -2.32609 -0.44390
H 1.48730 -1.11756 -1.61477
C -0.69885 -5.00439 1.85381
O -1.20484 -4.15373 2.78372
N -0.77010 -6.31989 1.91558
N 0.03385 -4.60555 0.85950
H -1.28590 -6.86912 2.66860
H -0.12281 -6.85779 1.35275
H 0.30427 -3.62232 0.81939
H 0.86735 -5.06998 0.39746
C -3.02562 -0.13915 2.19530
O -2.11830 -1.16637 2.11703
N -3.82823 0.21542 1.25182
N -3.16854 0.43451 3.31987
H -3.49062 0.00696 0.28681
H -4.50745 1.01845 1.31590
H -2.54476 0.15072 4.04594
H -3.90105 1.01695 3.62054
C 0.07514 0.81125 0.02921
O 0.28054 0.21690 -1.19695
N -0.28426 2.06050 0.21949
N 0.27709 0.18852 1.18666
H -0.29175 2.72257 -0.61724
H -0.74654 2.33602 1.09194
H 0.76476 -0.69562 1.12683
H 0.25680 0.63803 2.08583
C -3.51209 1.19311 -1.68202
O -4.73305 1.32500 -2.26862
N -2.79811 2.20082 -1.22400
N -3.02680 -0.02497 -1.48370
H -3.19693 3.14219 -1.35834
H -2.02122 1.96177 -0.58019
H -3.48257 -0.77095 -1.98302
H -2.05829 -0.20513 -1.18255
C 2.14741 -2.46268 2.58813
O 1.83549 -2.30399 1.24350
N 1.37598 -2.07934 3.51024
N 3.11853 -3.24522 2.97582
H 0.68063 -1.41350 3.24484
H 1.69051 -2.04804 4.50263
H 3.38098 -3.93220 2.16903
H 3.19531 -3.66528 3.90649
C 1.39733 2.42970 3.25854
O 0.50655 1.44423 3.49841
N 2.00505 3.04558 4.17054
N 1.58657 2.86276 2.05357
H 1.63429 2.72494 5.10779
H 2.33910 3.97446 4.08361
H 0.99314 2.46264 1.30078
H 2.42449 3.31291 1.71437
C 0.09565 4.70154 -1.84254
O 1.45168 5.06849 -1.94989
N -0.28116 3.44069 -1.84837
N -0.85079 5.53618 -1.60392
H 0.46336 2.85463 -2.31711
H -1.21404 3.10204 -1.90805
H -0.58263 6.53688 -1.59698
H -1.75814 5.24787 -1.23405
C -1.02742 -1.88327 -3.80193
O 0.07594 -2.35021 -4.57077
H -1.50820 -1.02409 -4.22942
H -0.72474 -1.62068 -2.80300
H -1.66158 -2.75264 -3.71712
H 0.91283 -2.39879 -4.06049
C 0.60942 1.17061 -4.27994
O 1.36100 2.25626 -3.66809
H 0.36144 1.36674 -5.30409
H -0.30199 1.01229 -3.72768
H 1.16405 0.23990 -4.37985
H 1.15967 2.96352 -4.28681
C -2.47936 -3.04226 -0.65767
O -1.39040 -2.20848 -0.39952
H -3.46209 -2.57437 -0.52581
H -2.44401 -3.90582 0.02177
H -2.37054 -3.31032 -1.70144
H -1.51882 -1.99497 0.50204
C -1.40647 3.74589 3.30031
O -1.81660 2.76736 2.34765
H -2.26708 4.37387 3.46553
H -0.69253 4.33111 2.72001
H -1.03565 3.34877 4.31137
H -1.96970 1.96728 2.79243
*
```

- energy above the lowest of the compared OMol25 structures with the same formula, charge and spin (kcal/mol) = 232.93
- DFT total energy (Ha) = -2420.008738
- frontier orbital gap (hartree) = 0.3103
- LUMO (eV) = -0.1

Here are the Mulliken charges for atoms 1 to 6, given in e: -0.20, 0.28, -0.68, -0.02, -0.42, 0.51


Computed, not measured: 8 unconnected molecules or ions with the total composition C17H48ClO11 in a non-equilibrium geometry, with ωB97M-V/def2-TZVPD.

ORCA input file:
```
! wB97M-V def2-TZVPD RIJCOSX def2/J DEFGRID3
* xyz -1 1
Cl -0.63878 0.80363 0.99679
O 0.78195 0.79951 0.95275
O -1.01045 1.78521 1.98810
O -1.25370 0.98351 -0.29104
O -1.02620 -0.44885 1.54332
C 5.80071 1.78641 2.90723
C 4.53750 1.72442 1.98765
C 3.69159 2.95939 2.05481
O 4.95491 1.63750 0.65760
H 6.48631 0.94767 2.78658
H 5.53356 1.77595 3.96394
H 6.37013 2.69265 2.70084
H 3.98076 0.80509 2.16924
H 4.11797 3.90816 1.72901
H 3.40313 3.12857 3.09225
H 2.78941 2.90344 1.44569
H 4.24088 1.91470 0.07887
C 3.24344 3.33971 -3.23480
C 2.27173 2.59287 -2.36268
C 1.81989 1.25486 -2.92583
O 2.87608 2.34564 -1.10958
H 4.14273 2.72652 -3.29293
H 3.52400 4.32217 -2.85512
H 2.93202 3.37814 -4.27866
H 1.36604 3.18237 -2.22019
H 0.90504 0.81850 -2.52490
H 2.54941 0.45217 -2.81821
H 1.49488 1.28970 -3.96566
H 2.23782 1.91317 -0.53759
C 3.40117 -3.53195 0.70326
C 2.47228 -2.32052 0.46437
C 1.53501 -2.42582 -0.76927
O 1.56115 -2.33930 1.54998
H 4.24677 -3.53362 0.01547
H 2.86794 -4.48227 0.72924
H 3.81128 -3.42116 1.70707
H 3.00574 -1.37004 0.47507
H 1.08019 -3.41625 -0.75170
H 2.04125 -2.27079 -1.72205
H 0.73419 -1.68714 -0.73559
H 0.94857 -1.61025 1.42820
C -3.98457 -2.43922 -3.06662
C -3.32875 -1.11362 -2.77257
C -1.80134 -1.05742 -3.02652
O -4.03444 -0.16282 -3.51371
H -5.01771 -2.41084 -2.72036
H -3.52755 -3.21478 -2.45202
H -4.04031 -2.62971 -4.13840
H -3.47577 -0.87543 -1.71912
H -1.62850 -1.41141 -4.04284
H -1.19706 -1.57961 -2.28472
H -1.40683 -0.04199 -3.06326
H -4.33238 0.55586 -2.95129
C -4.70818 0.74871 1.25984
C -5.17758 1.00070 -0.21252
C -6.34894 1.91776 -0.42444
O -4.05887 1.46528 -0.96366
H -3.85913 0.06517 1.25709
H -5.49988 0.28320 1.84687
H -4.31086 1.68714 1.64657
H -5.41066 0.01235 -0.60864
H -6.62974 1.90477 -1.47757
H -6.14067 2.93562 -0.09477
H -7.22448 1.64949 0.16680
H -3.30062 0.94535 -0.68741
C -2.57426 -4.14562 1.09680
O -3.97731 -4.36893 0.70859
H -2.39315 -4.85274 1.90631
H -1.91500 -4.42662 0.27552
H -2.37377 -3.12276 1.41563
H -4.10877 -5.31832 0.76322
C 1.18554 0.29252 4.66653
O 2.22657 0.73622 3.79502
H 1.61353 -0.34735 5.43820
H 0.82981 1.20177 5.15111
H 0.35849 -0.14043 4.10381
H 1.74483 0.94406 2.99108
*
```

- energy above the lowest of the compared OMol25 structures with the same formula, charge and spin (kcal/mol) = 19.14
- DFT total energy (Ha) = -1964.117645
- frontier orbital gap (hartree) = 0.3533
- LUMO (eV) = 2.7

Here are the Mulliken charges for atoms 1 to 6, given in e: 1.76, -0.31, -0.79, -0.69, -0.76, -1.60